{"formula": "C38H59Cl42N4O3", "method": "wB97M-V/def2-TZVPD", "charge": 1, "homo_ev": -11.5967, "homo_lumo_gap_ev": 9.7, "energy_ha": -21255.72914, "lumo_energy_ha": -0.0715, "elements": ["C", "C", "C", "C", "C", "C", "N", "N", "C", "N", "C", "C", "C", "C", "N", "O", "C", "C", "C", "C", "C", "C", "C", "C", "C", "C", "C", "O", "C", "C", "O", "H", "H", "H", "H", "H", "H", "H", "H", "H", "H", "H", "H", "H", "H", "H", "H", "H", "H", "H", "H", "H", "H", "H", "H", "H", "H", "H", "H", "H", "H", "H", "H", "H", "H", "H", "H", "H", "H", "H", "H", "H", "H", "H", "H", "H", "C", "Cl", "Cl", "Cl", "H", "C", "Cl", "Cl", "Cl", "H", "C", "Cl", "Cl", "Cl", "H", "C", "Cl", "Cl", "Cl", "H", "C", "Cl", "Cl", "Cl", "H", "C", "Cl", "Cl", "Cl", "H", "C", "Cl", "Cl", "Cl", "H", "C", "Cl", "Cl", "Cl", "H", "C", "Cl", "Cl", "Cl", "H", "C", "Cl", "Cl", "Cl", "H", "C", "Cl", "Cl", "Cl", "H", "C", "Cl", "Cl", "Cl", "H", "C", "Cl", "Cl", "Cl", "H", "C", "Cl", "Cl", "Cl", "H"], "coordinates": [[0.254903, 0.140361, 5.847350], [-0.342443, 0.150638, 4.814276], [-0.853087, 0.278235, 3.440010], [-1.555375, -1.062514, 3.117382], [-0.616904, -2.263800, 3.080290], [-1.447595, -3.547475, 3.179124], [-2.383900, -3.648789, 2.044878], [-1.941968, 1.321561, 3.380116], [-1.448697, 2.565496, 3.122523], [-2.152253, 3.490779, 2.515357], [-3.530409, 3.367101, 2.058810], [-3.759141, 4.364365, 0.890363], [-4.916155, 5.351495, 1.155766], [-4.816255, 6.557375, 0.191916], [-0.178603, 2.790671, 3.540664], [0.104439, 4.149825, 3.656537], [0.741951, 4.354483, 4.938966], [0.749322, 5.816953, 5.329971], [0.881808, 1.992723, 2.863482], [1.636295, 2.742141, 1.776935], [3.003098, 2.034603, 1.512956], [3.461632, 2.524922, 0.118324], [4.037910, 2.549650, 2.552447], [0.259198, 0.635348, 2.440814], [-0.180338, 0.554828, 0.966854], [0.879205, -0.020998, -0.007062], [0.182692, -0.761382, -1.157568], [0.887309, -0.445194, -2.371979], [1.261426, -1.553336, -3.109783], [2.563515, -2.163648, -2.703159], [0.555048, -1.950260, -3.989358], [0.535006, 0.165095, 6.873696], [-2.153523, -1.001445, 2.206566], [-2.258614, -1.227120, 3.942593], [-0.106364, -2.305041, 2.111561], [0.115500, -2.255229, 3.887405], [-2.036709, -3.463083, 4.104258], [-0.826695, -4.436763, 3.251197], [-2.753889, -4.591583, 1.995782], [-3.200901, -3.080840, 2.240657], [-2.549485, 1.013306, 2.624570], [-1.705542, 4.381250, 2.343443], [-3.751001, 2.372523, 1.672128], [-4.260041, 3.600202, 2.835808], [-4.037290, 3.780325, 0.009791], [-2.845596, 4.895633, 0.613896], [-4.852103, 5.661967, 2.199680], [-5.831621, 4.807376, 0.933837], [-3.787703, 6.710292, -0.138095], [-5.462460, 6.383763, -0.665593], [-5.110487, 7.449606, 0.744121], [1.763638, 3.971574, 4.860107], [0.223735, 3.764259, 5.694189], [1.693575, 6.034289, 5.830378], [0.678344, 6.495475, 4.479552], [-0.035578, 6.043339, 6.051194], [1.623355, 1.748756, 3.629627], [1.072376, 2.863593, 0.852576], [1.911279, 3.744217, 2.102392], [2.926430, 0.951093, 1.563562], [2.604341, 2.799894, -0.498497], [4.091152, 3.410175, 0.183137], [3.983736, 1.742827, -0.436318], [4.983667, 2.683369, 2.025735], [3.769837, 3.527619, 2.950939], [4.236546, 1.836250, 3.353106], [1.048549, -0.105290, 2.582792], [-0.494804, 1.542865, 0.617882], [-1.064845, -0.073869, 0.840908], [1.584380, -0.663784, 0.516751], [1.353920, 0.834137, -0.483382], [0.127969, -1.839078, -0.986820], [-0.832782, -0.383470, -1.291595], [2.556237, -2.351975, -1.628757], [3.366169, -1.446465, -2.884951], [2.711702, -3.085076, -3.255628], [1.341330, -4.208893, -6.314089], [-0.285253, -4.826038, -6.583964], [2.080224, -4.988411, -4.915195], [2.343749, -4.450759, -7.739664], [1.273396, -3.146831, -6.112762], [5.510773, -1.727708, -7.519266], [6.763785, -0.488943, -7.534115], [6.145922, -3.255385, -6.906262], [4.127395, -1.197708, -6.559494], [5.175055, -1.883865, -8.536036], [2.593567, 2.659071, -7.113030], [2.954465, 1.600339, -8.477077], [3.479940, 2.154188, -5.670579], [2.961200, 4.336932, -7.511367], [1.535411, 2.586294, -6.900687], [2.037555, -6.288147, 3.973837], [0.964298, -6.776478, 2.664648], [1.787275, -4.581756, 4.360644], [1.796522, -7.300797, 5.396069], [3.060347, -6.409812, 3.639935], [4.366111, -5.720756, -2.034733], [5.587515, -4.447592, -2.034767], [5.012433, -7.223101, -1.395272], [2.953647, -5.217934, -1.078996], [4.050163, -5.884646, -3.056812], [-8.131743, 3.549531, 3.414172], [-8.364871, 5.085224, 2.584230], [-7.176417, 2.437847, 2.419950], [-7.363457, 3.792689, 4.982515], [-9.102320, 3.100172, 3.577323], [0.867130, 6.091486, -0.611889], [2.600593, 6.192257, -0.317579], [0.455369, 4.646143, -1.538233], [-0.020229, 6.122645, 0.922754], [0.569411, 6.957510, -1.188131], [2.918891, -9.874727, 1.122217], [2.672560, -8.363857, 0.247670], [3.966287, -10.959802, 0.208626], [3.593472, -9.559974, 2.726055], [1.959441, -10.358211, 1.250078], [-6.765669, 7.385749, -3.419228], [-5.016771, 7.351361, -3.162780], [-7.276687, 5.995981, -4.370484], [-7.625317, 7.436102, -1.875724], [-7.008997, 8.284199, -3.970665], [-0.823440, 5.275806, 9.227012], [-0.342975, 3.973720, 8.131208], [-0.070064, 5.081639, 10.803446], [-0.413554, 6.838868, 8.514336], [-1.896786, 5.230747, 9.355279], [1.945509, -8.614412, -7.934116], [0.315851, -9.231045, -8.214436], [2.674279, -9.391722, -6.526190], [2.953265, -8.851983, -9.363743], [1.877552, -7.551350, -7.738169], [-6.439975, 4.667242, -8.294024], [-7.573761, 4.279228, -9.584794], [-6.612533, 6.350684, -7.795653], [-6.664330, 3.578622, -6.919018], [-5.436085, 4.528435, -8.672097], [2.596232, -2.791202, 8.085199], [2.413137, -4.411364, 7.432672], [4.184965, -2.588868, 8.821544], [2.332975, -1.554856, 6.830560], [1.847044, -2.644607, 8.851737], [1.478011, -12.690785, -9.920359], [-0.152727, -13.305462, -10.200133], [2.203523, -13.467271, -8.511836], [2.485623, -12.926534, -11.349581], [1.410730, -11.628235, -9.724069]], "atomic_forces_ev_per_a": [[-0.682, 0.332, 0.899], [0.349, 0.707, -0.998], [-0.752, -0.863, 0.287], [0.124, 0.018, 0.744], [-0.365, -0.590, -0.738], [-0.732, 0.525, 0.316], [0.117, -0.157, 0.012], [1.019, -0.190, -1.346], [-0.144, -0.002, 0.128], [-0.340, -0.115, 0.372], [-0.407, 0.671, -0.892], [-0.639, -0.376, -0.026], [1.143, -0.098, -0.785], [-0.170, -0.429, 0.823], [-0.147, 0.340, -0.384], [-0.224, 0.147, 0.044], [0.415, -0.089, 0.163], [0.078, 0.087, 0.072], [0.454, -0.464, 0.421], [0.418, -0.550, 0.130], [0.002, 1.827, -0.164], [-0.344, -0.619, -0.267], [0.279, -0.755, -0.444], [0.457, 0.065, -0.157], [-0.224, -0.211, 0.044], [-1.103, 0.577, -0.107], [0.327, 0.547, -0.024], [0.196, -0.470, 0.018], [-0.402, 0.022, 0.038], [-0.045, 0.258, 0.062], [0.139, 0.001, -0.224], [0.173, 0.003, -0.148], [0.139, 0.018, -0.082], [-0.070, 0.089, -0.061], [0.230, 0.114, 0.122], [-0.008, 0.217, 0.026], [0.309, -0.260, 0.211], [0.044, 0.070, -0.187], [0.146, -0.046, -0.107], [0.028, 0.072, -0.083], [-0.502, 0.225, 0.326], [0.188, -0.062, 0.166], [0.259, -0.186, 0.303], [0.249, -0.183, 0.298], [0.215, 0.066, -0.101], [0.083, -0.010, 0.240], [-0.341, 0.053, 0.010], [-0.232, 0.152, 0.563], [-0.031, 0.006, -0.104], [0.204, 0.295, 0.090], [-0.227, 0.150, -0.378], [-0.010, -0.020, -0.051], [-0.045, -0.063, -0.259], [-0.018, 0.038, 0.001], [-0.032, -0.134, -0.099], [-0.065, 0.002, -0.327], [-0.171, 0.148, 0.192], [-0.182, -0.141, 0.078], [-0.344, 0.073, 0.079], [-0.046, -0.037, -0.124], [0.047, -0.019, -0.070], [0.062, -0.036, 0.066], [0.249, 0.104, 0.112], [0.121, -0.053, 0.201], [-0.089, -0.060, 0.115], [-0.177, 0.158, 0.182], [-0.065, -0.050, 0.062], [0.017, -0.020, -0.097], [-0.012, -0.024, 0.364], [0.184, 0.092, -0.093], [0.576, -0.225, 0.115], [0.022, -0.016, -0.062], [-0.048, -0.090, 0.057], [0.011, -0.065, -0.009], [0.021, -0.056, -0.096], [0.165, 0.097, 0.075], [-0.103, 0.103, -0.066], [0.016, -0.011, 0.028], [-0.015, -0.178, 0.077], [0.090, -0.031, -0.152], [0.003, -0.021, 0.087], [0.081, -0.047, 0.088], [-0.033, 0.005, -0.028], [-0.029, -0.002, -0.029], [-0.060, -0.100, 0.058], [-0.013, -0.002, 0.005], [0.107, 0.003, -0.055], [-0.054, 0.063, 0.010], [-0.058, 0.041, 0.022], [-0.034, -0.001, 0.015], [0.002, -0.012, 0.005], [-0.070, 0.008, -0.049], [-0.092, 0.031, 0.086], [0.055, -0.029, -0.351], [0.017, 0.043, 0.003], [-0.011, -0.023, -0.021], [0.115, -0.011, 0.218], [-0.047, 0.017, -0.054], [0.414, 0.229, -0.391], [-0.025, -0.072, -0.079], [-0.039, -0.001, 0.011], [0.066, 0.112, 0.006], [-0.040, -0.034, 0.017], [-0.029, -0.041, -0.015], [0.002, -0.019, -0.018], [0.011, -0.024, -0.008], [0.102, -0.086, -0.003], [-0.101, -0.015, -0.015], [-0.026, 0.032, 0.017], [0.004, 0.060, 0.021], [-0.024, 0.000, 0.014], [0.028, 0.040, -0.034], [-0.317, -0.343, 0.186], [-0.023, 0.006, 0.017], [-0.031, 0.001, 0.022], [0.008, -0.008, 0.021], [-0.052, -0.166, 0.009], [0.003, 0.100, -0.156], [0.001, 0.049, 0.091], [-0.079, 0.089, -0.072], [0.015, 0.017, 0.024], [0.111, 0.146, 0.089], [-0.090, -0.146, 0.164], [-0.026, -0.009, -0.056], [-0.101, 0.050, 0.217], [-0.001, -0.009, -0.034], [0.054, -0.074, 0.034], [-0.006, 0.008, 0.000], [-0.032, 0.058, -0.019], [-0.024, 0.018, 0.005], [-0.006, -0.002, -0.013], [-0.119, 0.019, -0.011], [0.036, -0.006, 0.003], [0.057, -0.008, -0.100], [0.040, -0.005, -0.022], [0.005, -0.005, 0.017], [0.258, -0.052, 0.041], [0.011, 0.101, 0.372], [-0.053, 0.040, 0.007], [0.337, -0.543, 0.207], [-0.015, 0.033, -0.022], [0.013, -0.090, -0.025], [0.005, 0.057, 0.018], [-0.006, 0.061, 0.012], [-0.005, 0.052, 0.019], [0.000, -0.001, 0.002]]}